Version w
{
  "formula": "C5H8N2S",
  "method": "ωB97M-V with the def2-TZVPD basis set",
  "gap_ev": 8.9,
  "lumo_energy_ev": 0.697,
  "charge": 0,
  "symbols": ["C", "C", "N", "C", "S", "N", "C", "C", "H", "H", "H", "H", "H", "H", "H", "H"],
  "coordinates": [[0.21653, -2.03005, -0.61158], [-0.32392, -0.85622, -0.23627], [-1.26111, -0.74264, 0.82841], [-1.37167, 0.52496, 1.24360], [-2.18687, 1.05310, 2.62660], [-0.74140, 1.30103, 0.34432], [0.05811, 0.55887, -0.68153], [1.55857, 0.82535, -0.58469], [-0.04205, -2.92692, -0.00694], [0.92840, -2.08953, -1.42067], [-1.73403, -1.47525, 1.32045], [-0.69628, 2.30989, 0.49634], [-0.25611, 0.83752, -1.69755], [1.87912, 1.86001, -0.78638], [2.18149, 0.22566, -1.30279], [1.79122, 0.62420, 0.46867]],
  "nbo_charge": [-0.4688, 0.1797, -0.6029, 0.3046, -0.2808, -0.5991, -0.0862, -0.6171, 0.2118, 0.2156, 0.4334, 0.4257, 0.2159, 0.2202, 0.2261, 0.2219]
}

Version x
{
  "formula": "C5H8N2S",
  "method": "ωB97M-V with the def2-TZVPD basis set",
  "gap_ev": 8.5,
  "lumo_energy_ev": 0.498,
  "charge": 0,
  "symbols": ["C", "C", "C", "C", "C", "H", "H", "H", "H", "H", "H", "H", "H", "N", "N", "S"],
  "coordinates": [[1.42281, 0.75388, -0.56774], [0.20404, 0.44026, -0.24323], [-0.05683, -0.44467, 0.85638], [-1.16570, -0.77246, 1.53878], [-0.82798, 1.00294, -1.07457], [2.07089, -0.67998, 0.77429], [3.36940, 0.97418, 0.28723], [1.72811, 1.29391, -1.43599], [0.82868, -0.92566, 1.21530], [-1.14252, -1.43628, 2.56971], [-2.25854, -0.41318, 1.08477], [-0.74569, 1.97524, -1.55405], [-1.53931, -1.62171, -0.64816], [2.60084, 0.21463, -0.01669], [-1.99203, 0.57613, -1.36799], [-2.49618, -0.93722, -1.41805]],
  "nbo_charge": [0.1047, -0.2706, -0.2131, -0.3920, 0.0964, 0.3751, 0.4124, 0.2013, 0.1535, 0.2306, 0.2286, 0.1898, 0.0796, -0.8307, -0.6202, 0.2547]
}

Version y
{
  "formula": "C5H8N2S",
  "method": "ωB97M-V with the def2-TZVPD basis set",
  "gap_ev": 9.2,
  "lumo_energy_ev": 0.380,
  "charge": 0,
  "symbols": ["C", "C", "C", "C", "C", "H", "H", "H", "H", "H", "H", "H", "H", "N", "N", "S"],
  "coordinates": [[-0.71295, 1.71400, -0.56114], [-1.53883, -0.68284, 0.05812], [0.92357, -0.90196, 0.81330], [2.17929, -0.24039, 0.28082], [3.06313, 0.37271, -0.26014], [-1.82633, 1.98133, -1.47731], [-0.06505, 2.74665, 0.31674], [0.23172, 0.80224, -1.11195], [-3.44434, -1.23346, -0.30031], [-0.23983, -2.04891, -0.40622], [0.72378, -0.23747, 1.73384], [1.08673, -1.84655, 1.30568], [3.94537, 1.19866, -0.45591], [-2.40652, -1.47862, -0.43276], [-0.12620, -1.09591, -0.19608], [-1.79353, 0.95049, 0.69330]],
  "nbo_charge": [-0.8795, 0.2700, -0.3101, -0.0426, -0.2573, 0.2598, 0.2586, 0.3341, 0.3686, 0.3958, 0.2457, 0.2260, 0.2751, -0.6870, -0.6452, 0.1878]
}

If we sort the structures by their calculated energies, the order from most to least stable is version w, version x, version y.

Version w
{
  "formula": "C5H8N2S",
  "method": "ωB97M-V with the def2-TZVPD basis set",
  "gap_ev": 8.4,
  "lumo_energy_ev": 0.694,
  "charge": 0,
  "symbols": ["C", "C", "C", "C", "N", "S", "C", "N", "H", "H", "H", "H", "H", "H", "H", "H"],
  "coordinates": [[1.24676, -1.44737, 0.84969], [1.07646, -0.23438, 0.21400], [-0.24999, 0.30494, 0.14885], [-1.39823, -0.46228, 0.64719], [-1.80799, -1.65618, 0.50307], [-1.19991, -2.68422, -0.62780], [-0.46407, 1.55522, -0.41796], [0.45962, 2.44387, -0.88340], [2.19185, -1.96174, 1.00285], [0.29514, -2.00191, 1.20015], [1.99174, 0.42915, -0.16584], [-1.92852, 0.08126, 1.37305], [-0.48426, -1.73136, -1.33329], [-1.45796, 1.90189, -0.45076], [1.47679, 2.09787, -0.99284], [0.25257, 3.36521, -1.06697]],
  "nbo_charge": [-0.4047, -0.2328, -0.2800, 0.0852, -0.5766, 0.2342, 0.1001, -0.7934, 0.2054, 0.2136, 0.1940, 0.1766, 0.0908, 0.1943, 0.3968, 0.3965]
}

Version x
{
  "formula": "C5H8N2S",
  "method": "ωB97M-V with the def2-TZVPD basis set",
  "gap_ev": 9.7,
  "lumo_energy_ev": 0.800,
  "charge": 0,
  "symbols": ["C", "S", "N", "N", "C", "C", "C", "C", "H", "H", "H", "H", "H", "H", "H", "H"],
  "coordinates": [[-0.95638, 1.83453, -1.46183], [0.71505, 1.33966, -1.12220], [0.53516, 0.51204, 0.26488], [0.35055, 1.21989, 1.42025], [0.05126, 0.28410, 2.25655], [0.17451, -1.04534, 1.72391], [0.48458, -0.79902, 0.41767], [0.66773, -1.65444, -0.80410], [-0.91527, 2.88402, -2.10720], [-1.38815, 0.95798, -2.18078], [-1.42599, 1.90514, -0.36871], [-0.36802, 0.44558, 3.28847], [-0.07331, -2.10837, 2.10744], [1.63861, -1.64685, -1.34743], [0.66838, -2.68956, -0.63067], [-0.15871, -1.43937, -1.45623]],
  "nbo_charge": [-0.8240, 0.4586, -0.3764, -0.2809, -0.0180, -0.3618, 0.1787, -0.6561, 0.2520, 0.2223, 0.2659, 0.2083, 0.2394, 0.2381, 0.2277, 0.2261]
}

If we sort the structures by their calculated energies, the order from most to least stable is version x, version w.

Version w
{
  "formula": "C5H8N2S",
  "method": "ωB97M-V with the def2-TZVPD basis set",
  "gap_ev": [7.4, 7.4],
  "lumo_energy_ev": [-0.888, -0.905],
  "charge": 0,
  "symbols": ["C", "C", "C", "C", "C", "N", "N", "S", "H", "H", "H", "H", "H", "H", "H", "H"],
  "coordinates": [[-1.60091, 0.49744, -0.18245], [-1.39854, -0.88329, -0.03920], [0.65104, 0.02729, 0.09351], [0.01119, 2.39524, -0.06216], [0.70349, -2.40393, 0.07157], [-0.33023, 0.99202, -0.00214], [-0.07204, -1.14631, 0.05377], [3.24217, 0.79244, 0.59061], [-2.51864, 0.98059, -0.47167], [-2.05099, -1.67900, -0.14255], [1.07529, 2.39627, -0.47339], [-0.65629, 2.99510, -0.54338], [0.23025, 2.83379, 0.92996], [0.46290, -2.96338, -0.80180], [1.73337, -1.98935, 0.02378], [0.51795, -2.84492, 0.95555]],
  "nbo_charge": [-0.0912, -0.0677, 0.2673, -0.4176, -0.3889, -0.3890, -0.3806, -0.3132, 0.2374, 0.2113, 0.2519, 0.2043, 0.2155, 0.2051, 0.2528, 0.2026]
}

Version x
{
  "formula": "C5H8N2S",
  "method": "ωB97M-V with the def2-TZVPD basis set",
  "gap_ev": 8.6,
  "lumo_energy_ev": 0.866,
  "charge": 0,
  "symbols": ["H", "N", "C", "S", "C", "C", "N", "C", "C", "H", "H", "H", "H", "H", "H", "H"],
  "coordinates": [[-1.48022, 2.88685, -0.29312], [-0.85601, 2.09257, -0.31011], [-1.28972, 0.88491, -0.15698], [-2.78750, 0.17712, 0.14705], [-1.98963, -1.47084, 0.21430], [-0.67211, -1.37294, -0.06606], [-0.19748, -0.24675, -0.54192], [1.16216, 0.12316, -0.68513], [1.83001, 0.18929, 0.70705], [-2.43311, -2.26591, 0.75416], [-0.19010, -2.26324, -0.30177], [1.11972, 1.17146, -0.96205], [1.73738, -0.63386, -1.34499], [1.30458, 1.11138, 1.11722], [1.78253, -0.71061, 1.33671], [2.95949, 0.32740, 0.38565]],
  "nbo_charge": [0.3714, -0.7505, 0.2208, 0.3270, -0.4498, -0.0020, -0.4012, -0.2348, -0.6279, 0.2325, 0.2164, 0.2534, 0.1999, 0.2293, 0.2089, 0.2065]
}

If we sort the structures by their calculated energies, the order from most to least stable is version x, version w.

Version w
{
  "formula": "C5H8N2S",
  "method": "ωB97M-V with the def2-TZVPD basis set",
  "gap_ev": 8.6,
  "lumo_energy_ev": 0.488,
  "charge": 0,
  "symbols": ["C", "C", "C", "C", "S", "N", "C", "N", "H", "H", "H", "H", "H", "H", "H", "H"],
  "coordinates": [[-3.06464, -0.39238, -0.81252], [-2.06973, -0.47326, -0.09873], [-1.11232, -1.03868, 0.82039], [0.25404, -0.83890, 0.25394], [0.99262, -2.34800, -0.07282], [0.78569, 0.37803, -0.08663], [2.19574, 0.35521, -0.63283], [0.16894, 1.62457, 0.43544], [-3.77155, -0.42400, -1.63774], [-1.25325, -2.03992, 1.18786], [-1.40665, -0.48196, 1.71329], [2.26553, -0.06906, -1.55649], [2.50879, 1.44076, -0.47398], [2.88731, -0.19052, -0.02244], [0.62924, 2.07176, 1.33989], [-0.00976, 2.42633, -0.35663]],
  "nbo_charge": [-0.2389, 0.0057, -0.5702, 0.1808, -0.1952, -0.2638, -0.4090, -0.6972, 0.2441, 0.2740, 0.2588, 0.2203, 0.2011, 0.2182, 0.3790, 0.3921]
}

Version x
{
  "formula": "C5H8N2S",
  "method": "ωB97M-V with the def2-TZVPD basis set",
  "gap_ev": [7.3, 7.3],
  "lumo_energy_ev": [0.515, 0.515],
  "charge": 0,
  "symbols": ["C", "C", "C", "C", "C", "N", "N", "S", "H", "H", "H", "H", "H", "H", "H", "H"],
  "coordinates": [[-1.16482, 2.43295, -0.22033], [-1.84842, 1.48167, -0.88865], [-0.38252, 0.31363, 0.42925], [1.58894, -1.22307, 0.07100], [0.40162, -0.77651, 1.03082], [-0.20532, 1.76373, 0.61716], [-1.40927, 0.22711, -0.46001], [0.86723, 2.54755, 1.54052], [-1.00979, 3.43021, -0.38814], [-2.63798, 1.52092, -1.52608], [2.50123, -0.89011, 0.50619], [1.60839, -0.73311, -0.89678], [1.73978, -2.30891, -0.05702], [0.91245, -0.23931, 1.87481], [-0.40930, -1.52225, 1.37702], [-1.74903, -0.63329, -0.70009]],
  "nbo_charge": [-0.0522, -0.0833, 0.3867, -0.6118, -0.4935, -0.4458, -0.4949, -0.2473, 0.2368, 0.2164, 0.2268, 0.2183, 0.2181, 0.2806, 0.2335, 0.4117]
}

If we sort the structures by their calculated energies, the order from most to least stable is version x, version w.